Molecular formula: C27H34BCsF5I2N6S4
Method: DFT, ωB97M-V/def2-TZVPD

Structure (XYZ):
```
80
C27H34BCsF5I2N6S4 | the OMol25 dataset | ωB97M-V/def2-TZVPD
Cs 0.048 0.455 0.599
C 4.955 -3.852 -2.748
C 4.006 -2.776 -2.210
C 4.355 -2.424 -0.766
C 4.164 -1.553 -3.114
N 2.619 -3.323 -2.209
C 2.348 -4.681 -2.093
C 1.020 -4.805 -1.938
N 0.465 -3.545 -1.915
B -1.047 -3.464 -1.564
N -1.327 -3.888 -0.102
C -2.515 -4.529 0.161
C -2.639 -4.657 1.489
N -1.513 -4.084 2.064
C -0.694 -3.623 1.070
S 0.865 -2.935 1.204
C -1.427 -4.041 3.553
C -2.712 -3.370 4.055
C -0.248 -3.259 4.116
C -1.336 -5.482 4.055
N -1.698 -2.122 -2.002
C -1.642 -1.833 -3.348
C -2.349 -0.717 -3.567
N -2.845 -0.288 -2.342
C -2.457 -1.192 -1.384
S -2.792 -1.126 0.296
C -3.975 0.701 -2.306
C -3.724 1.728 -3.416
C -5.264 -0.068 -2.566
C -4.090 1.472 -0.995
C 1.451 -2.627 -2.056
S 1.290 -0.934 -2.000
H 5.934 -3.400 -2.901
H 4.604 -4.239 -3.705
H 5.089 -4.682 -2.056
H 5.356 -1.990 -0.713
H 4.316 -3.309 -0.130
H 3.635 -1.698 -0.387
H 5.231 -1.321 -3.153
H 3.618 -0.692 -2.751
H 3.818 -1.763 -4.129
H 3.104 -5.436 -2.148
H 0.410 -5.681 -1.822
H -1.582 -4.328 -2.235
H -3.180 -4.815 -0.632
H -3.434 -5.079 2.072
H -2.872 -2.429 3.529
H -2.618 -3.168 5.122
H -3.594 -3.993 3.910
H -0.269 -2.214 3.816
H 0.709 -3.666 3.809
H -0.339 -3.318 5.204
H -2.165 -6.091 3.693
H -1.357 -5.494 5.146
H -0.403 -5.936 3.719
H -1.054 -2.428 -4.023
H -2.492 -0.160 -4.471
H -3.906 1.323 -4.412
H -2.706 2.118 -3.365
H -4.400 2.570 -3.271
H -5.225 -0.597 -3.521
H -6.103 0.629 -2.587
H -5.435 -0.792 -1.767
H -3.156 1.967 -0.735
H -4.392 0.840 -0.172
H -4.831 2.256 -1.151
I -0.576 3.635 -1.179
I -3.175 5.174 -0.922
F 5.187 5.767 -4.620
C 4.375 5.019 -3.867
C 4.779 4.604 -2.610
F 5.983 4.957 -2.148
C 3.932 3.828 -1.838
F 4.376 3.461 -0.633
C 2.675 3.435 -2.288
S 1.648 2.389 -1.320
C 2.307 3.856 -3.558
F 1.132 3.490 -4.069
C 3.131 4.645 -4.341
F 2.742 5.029 -5.560
```

Its net charge is -1. As for the multiplicity: 1. For the energy relative to the best compared isomer or geometry (same formula, charge and spin), the calculation gives 0.00 kcal per mole. The calculation puts the HOMO energy at -4.8856 eV. As for the energy: -111853.619 eV. For the HOMO-LUMO gap, the calculation gives 0.24770 Eh.